Below is a 2-piece molecular cluster, C8H10F3NO2 overall, with properties calculated with ωB97M-V with the def2-TZVPD basis set.

Geometry as XYZ:
```
24
Properties=species:S:1:pos:R:3:lowdin_charge:R:1
C 2.057 -2.148 0.921 -0.072
N 1.628 -0.953 0.273 -0.186
C 1.202 -0.964 -1.064 -0.107
C 0.783 0.105 -1.741 -0.088
C 0.577 1.427 -1.100 -0.154
C 0.814 1.378 0.381 -0.321
O 0.348 2.467 1.057 0.035
C 1.293 0.249 0.941 -0.024
H 2.794 -2.029 1.741 0.097
H 1.173 -2.615 1.408 0.091
H 2.389 -2.800 0.145 0.070
H 1.306 -1.972 -1.365 0.101
H 0.452 -0.176 -2.711 0.094
H 1.287 2.026 -1.684 0.118
H -0.383 1.835 -1.423 0.094
H -0.002 3.168 0.518 0.095
H 1.432 0.251 2.071 0.147
O -2.299 1.869 -0.351 0.088
C -2.637 1.002 0.414 -0.105
C -2.757 -0.500 0.053 -0.616
F -1.763 -1.290 0.389 0.173
F -3.800 -0.994 0.833 0.090
F -2.882 -0.530 -1.232 0.205
H -3.011 1.194 1.526 0.174
```

Output
- 2S+1 = 1
- gap between HOMO and LUMO (eV) = 6.908
- HOMO (hartree) = -0.2533
- LUMO energy (eV) = 0.015

---

Below is C8H10F3NTl as an isolated structure, with properties calculated with ωB97M-V with the def2-TZVPD basis set.

Geometry as XYZ:
```
23
Properties=species:S:1:pos:R:3:lowdin_charge:R:1
C -0.367 1.006 -1.863 -0.194
C 1.050 1.150 -1.620 -0.228
C 1.225 1.982 -0.455 -0.204
C -0.085 2.352 0.033 -0.208
C -1.074 1.744 -0.837 -0.186
Tl 0.133 0.020 0.284 0.897
N -1.311 -1.435 0.261 -0.187
C -0.295 -2.416 -0.260 -0.415
C 1.114 -1.750 -0.454 -0.237
H 2.162 2.248 -0.004 0.088
H 1.837 0.700 -2.197 0.087
H -0.294 2.939 0.906 0.092
H -2.137 1.809 -0.721 0.090
H -0.822 0.416 -2.634 0.090
H 1.459 -1.806 -1.482 0.022
H -0.242 -3.234 0.465 0.067
H -2.224 -1.643 0.267 -0.058
H 1.851 -2.096 0.265 0.011
H -0.667 -2.784 -1.219 0.066
F 0.601 1.082 3.002 -0.015
C -0.271 0.166 2.453 -0.588
F -0.083 -1.041 3.096 0.006
F -1.560 0.590 2.715 0.004
```

Output
- 2S+1 = 1
- charge = -1
- gap between HOMO and LUMO (eV) = 6.118
- HOMO (hartree) = -0.1141
- LUMO energy (eV) = 3.014

---

Below is C8H10F5NOTeTl as an isolated structure, with properties calculated with ωB97M-V with the def2-TZVPD basis set.

Geometry as XYZ:
```
27
Properties=species:S:1:pos:R:3:lowdin_charge:R:1
C 0.902 -1.276 -1.802 -0.213
C -0.495 -1.203 -2.055 -0.225
C -1.178 -1.901 -1.015 -0.172
C -0.197 -2.393 -0.110 -0.196
C 1.088 -2.001 -0.590 -0.218
Tl 0.000 0.000 0.000 0.793
C -1.573 1.651 -0.913 -0.094
C -0.427 2.045 -1.482 -0.238
C 0.526 2.570 -2.225 0.016
N 1.341 1.014 0.312 -0.313
H -2.259 -2.023 -0.922 0.106
H -0.960 -0.701 -2.906 0.104
H -0.390 -2.952 0.807 0.112
H 2.045 -2.210 -0.110 0.116
H 1.690 -0.825 -2.407 0.108
H -2.244 0.945 -1.418 0.074
H 2.210 1.561 0.335 -0.044
H -1.918 2.092 0.030 0.082
H 0.273 3.368 -2.937 0.069
H 1.565 2.238 -2.158 0.066
F 0.716 1.707 3.413 -0.459
Te -0.144 -0.070 3.758 2.019
F -0.856 0.670 5.494 -0.448
F -1.951 0.199 2.893 -0.494
F 1.587 -0.456 4.666 -0.469
F -0.812 -1.852 4.344 -0.479
O 0.588 -0.832 1.968 -0.604
```

Output
- 2S+1 = 1
- charge = -1
- gap between HOMO and LUMO (spin up / spin down) (eV) = 4.360 / 4.341
- HOMO (spin up / spin down) (hartree) = -0.1280 / -0.1274
- LUMO energy (spin up / spin down) (eV) = 0.877 / 0.873

---

Below is C8H10F6O4 as an isolated structure, with properties calculated with ωB97M-V with the def2-TZVPD basis set.

Geometry as XYZ:
```
28
Properties=species:S:1:pos:R:3:lowdin_charge:R:1
C 3.269 1.836 0.328 -0.039
C 3.593 0.297 0.235 -0.193
O 2.339 -0.329 0.178 0.021
C 2.066 -1.499 -0.402 -0.322
O 2.910 -2.209 -0.973 0.141
C 0.675 -1.998 -0.163 -0.561
F 0.686 -3.122 0.396 0.275
F -0.119 -1.133 0.546 0.111
F 0.173 -2.195 -1.385 0.192
H 4.153 2.471 0.381 0.071
H 2.788 2.003 1.292 0.070
H 2.606 2.215 -0.450 0.079
H 4.275 -0.114 0.979 0.128
H 4.199 0.059 -0.638 0.118
C -2.501 0.230 1.998 -0.045
C -1.891 -0.688 0.945 -0.263
O -2.572 -0.490 -0.242 0.069
C -2.078 0.385 -1.124 -0.317
O -0.907 0.783 -1.124 0.127
C -3.007 0.940 -2.225 -0.500
F -4.199 0.189 -2.187 0.095
F -3.239 2.181 -1.958 0.222
F -2.513 0.789 -3.484 0.152
H -3.499 -0.063 2.323 0.074
H -2.430 1.263 1.657 0.081
H -1.915 0.299 2.914 0.075
H -2.016 -1.717 1.283 0.148
H -0.845 -0.382 0.900 -0.009
```

Output
- 2S+1 = 1
- gap between HOMO and LUMO (eV) = 10.371
- HOMO (hartree) = -0.3578
- LUMO energy (eV) = 0.635

---

Below is one molecule with the formula C8H10FNO2S, with properties calculated with ωB97M-V with the def2-TZVPD basis set.

Geometry as XYZ:
```
23
Properties=species:S:1:pos:R:3:lowdin_charge:R:1
C 3.005 -1.362 0.994 -0.119
C 2.088 -0.271 0.126 -0.170
C 2.595 0.509 -1.224 -0.027
C 1.505 1.540 -1.962 -0.064
C -0.031 1.797 -1.418 -0.030
C -0.483 0.997 -0.046 -0.142
C -2.007 1.138 0.621 -0.222
N -3.024 0.203 0.002 -0.171
S -2.646 -1.482 0.267 0.883
O -1.518 -2.024 -0.689 -0.339
O -2.175 -1.777 1.712 -0.358
F -4.047 -2.456 -0.111 -0.255
C 0.563 -0.009 0.718 0.005
H 4.100 -1.458 0.576 0.078
H 2.482 -2.416 0.803 0.093
H 2.941 -1.097 2.132 0.080
H 3.677 0.364 -1.651 0.085
H 1.837 2.110 -2.955 0.084
H -0.773 2.505 -1.987 0.087
H -1.933 1.059 1.799 0.132
H -2.356 2.242 0.329 0.142
H -4.008 0.448 0.253 0.119
H 0.206 -0.561 1.711 0.107
```

Output
- 2S+1 = 1
- gap between HOMO and LUMO (eV) = 7.680
- HOMO (hartree) = -0.3119
- LUMO energy (eV) = -0.806

---

Below is C8H10MoN4O7S as an isolated structure, with properties calculated with ωB97M-V with the def2-TZVPD basis set.

Geometry as XYZ:
```
31
Properties=species:S:1:pos:R:3:lowdin_charge:R:1
Mo -8.242 -9.333 -5.892 1.931
O -10.208 -9.709 -6.467 -0.185
C -10.730 -8.472 -6.938 -0.140
C -10.587 -7.450 -5.878 -0.276
C -11.647 -6.929 -5.138 0.032
C -11.432 -6.119 -3.975 0.044
C -10.088 -5.708 -3.697 0.038
C -9.083 -6.265 -4.540 -0.033
N -9.274 -7.254 -5.512 0.000
H -10.832 -10.510 -6.465 0.212
H -11.729 -8.575 -7.296 0.152
H -10.129 -8.096 -7.762 0.150
H -12.651 -7.187 -5.460 0.135
H -12.183 -5.812 -3.284 0.123
H -9.763 -5.021 -2.907 0.141
H -8.067 -6.021 -4.429 0.108
N -9.450 -9.385 -3.515 -0.007
N -8.376 -9.082 -2.594 0.015
C -7.159 -8.534 -3.132 -0.588
O -6.418 -7.906 -2.372 0.151
O -6.989 -8.787 -4.419 -0.147
H -10.309 -8.762 -3.469 0.115
H -9.755 -10.241 -3.054 0.114
H -8.569 -8.682 -1.645 0.183
N -7.864 -11.289 -5.807 -0.009
C -8.513 -12.336 -5.958 -0.282
O -8.638 -13.537 -5.988 0.245
S -5.286 -6.377 -7.660 0.929
O -5.184 -7.015 -8.947 -0.393
O -7.326 -9.059 -7.280 -0.263
O -6.557 -6.177 -6.981 -0.496
```

Output
- 2S+1 = 1
- charge = +2
- gap between HOMO and LUMO (spin up / spin down) (eV) = 5.257 / 5.256
- HOMO (spin up / spin down) (hartree) = -0.6193 / -0.6193
- LUMO energy (spin up / spin down) (eV) = -11.594 / -11.595

---

Below is one molecule with the formula C8H10N2, with properties calculated with ωB97M-V with the def2-TZVPD basis set.

Geometry as XYZ:
```
20
Properties=species:S:1:pos:R:3:lowdin_charge:R:1
C 3.039 -0.550 -0.139 -0.113
C 2.852 0.687 -0.809 -0.096
C 1.992 -0.742 0.692 -0.064
C 1.579 1.139 -0.464 -0.089
C -1.327 1.260 0.653 -0.172
C -1.903 -1.334 -0.257 0.011
C -2.847 -0.195 -0.370 -0.327
C -0.290 0.212 0.859 -0.065
N -2.442 1.165 0.029 0.026
N 1.012 0.292 0.463 -0.111
H 4.090 -0.981 -0.137 0.126
H 3.543 1.007 -1.552 0.084
H 1.667 -1.541 1.284 0.093
H 0.945 1.971 -0.972 0.150
H -0.925 2.236 0.895 0.103
H -2.107 -1.962 0.605 0.055
H -1.262 -1.663 -0.994 0.026
H -3.320 -0.080 -1.438 0.122
H -3.907 -0.284 0.106 0.131
H -0.389 -0.636 1.546 0.110
```

Output
- 2S+1 = 1
- gap between HOMO and LUMO (spin up / spin down) (eV) = 7.899 / 7.381
- HOMO (spin up / spin down) (hartree) = -0.2955 / -0.2681
- LUMO energy (spin up / spin down) (eV) = -0.143 / 0.086

---

Below is one molecule with the formula C8H10N2O, with properties calculated with ωB97M-V with the def2-TZVPD basis set.

Geometry as XYZ:
```
21
Properties=species:S:1:pos:R:3:lowdin_charge:R:1
C 2.175 -1.508 1.322 -0.154
C 1.118 -0.725 0.816 -0.298
C 0.532 -0.159 1.912 -0.009
C -0.999 0.950 0.706 -0.086
C 0.651 -0.498 -0.545 -0.093
C -0.619 0.504 -0.646 -0.453
C -1.796 -0.266 -1.316 -0.033
C -0.499 1.703 -1.573 -0.032
N 2.198 -1.437 2.607 -0.001
N 1.165 -0.702 2.993 -0.045
O -1.762 1.604 1.337 0.156
H 2.845 -2.049 0.642 0.114
H 1.454 -0.001 -1.295 0.155
H 0.428 -1.343 -1.161 0.096
H -1.708 -0.160 -2.420 0.103
H -2.852 0.007 -0.895 0.137
H -1.784 -1.263 -1.164 0.030
H 0.259 1.445 -2.190 0.039
H -0.259 2.672 -1.004 0.128
H -1.438 1.866 -2.109 0.089
H 0.891 -0.639 3.986 0.157
```

Output
- 2S+1 = 1
- gap between HOMO and LUMO (eV) = 9.109
- HOMO (hartree) = -0.3134
- LUMO energy (eV) = 0.581

---

Below is an isolated ion of composition C8H10N2O2 and charge -2, with properties calculated with ωB97M-V with the def2-TZVPD basis set.

Geometry as XYZ:
```
22
Properties=species:S:1:pos:R:3:lowdin_charge:R:1
C 1.676 -2.315 -1.622 -0.437
C 2.024 -0.299 1.565 -0.147
C 1.086 -0.843 0.512 -0.371
C 1.720 -1.412 -0.593 0.007
C -2.261 1.624 -1.198 -0.147
C -0.284 -1.156 0.946 -0.244
C -1.033 0.821 -0.652 -0.262
C -1.292 -0.068 0.559 -0.257
N 2.113 -3.002 -2.475 -0.049
N 2.203 0.793 0.940 -0.581
O 1.276 1.425 0.364 -0.145
O 3.274 1.334 0.978 -0.101
H 2.941 -0.790 2.156 0.113
H -1.848 2.380 -1.919 0.069
H -2.825 2.109 -0.465 0.018
H -3.041 1.002 -1.623 0.036
H -0.277 -1.375 2.062 0.092
H -0.729 -2.049 0.463 0.072
H -0.627 0.159 -1.413 0.102
H -0.326 1.627 -0.316 0.082
H -2.319 -0.499 0.334 0.088
H -1.451 0.533 1.398 0.064
```

Output
- 2S+1 = 3
- charge = -2
- gap between HOMO and LUMO (spin up / spin down) (eV) = 2.830 / 5.666
- HOMO (spin up / spin down) (hartree) = 0.1201 / 0.0096
- <S²> = 2.026
- LUMO energy (spin up / spin down) (eV) = 6.100 / 5.928

---

Below is C8H10N2O3 as an isolated structure, with properties calculated with ωB97M-V with the def2-TZVPD basis set.

Geometry as XYZ:
```
23
Properties=species:S:1:pos:R:3:lowdin_charge:R:1
C 1.615 0.381 -3.343 0.026
C 0.860 0.285 -1.007 -0.242
C -0.081 0.694 -0.034 0.003
C -0.717 -0.181 0.776 -0.225
C -0.419 -1.561 0.922 0.029
C 0.510 -2.045 -0.090 -0.021
C 1.014 -1.144 -1.048 -0.219
C -1.712 0.325 1.698 -0.412
H 0.635 0.825 -3.611 0.075
H 1.706 -0.828 -3.217 0.078
H 2.706 0.613 -4.035 0.160
H -0.360 1.801 0.122 0.122
H -1.017 -2.236 1.609 0.138
H 0.977 -3.100 -0.301 0.132
H 1.323 -3.035 -2.170 0.328
H -2.473 2.084 2.804 0.182
H -0.201 1.346 3.200 0.185
H 0.134 2.213 1.246 0.156
N -1.858 1.776 1.899 -0.116
N -0.550 2.272 2.359 -0.123
O 1.564 1.072 -1.852 -0.103
O 2.020 -1.841 -1.905 -0.180
O -2.708 -0.299 2.171 0.027
```

Output
- 2S+1 = 1
- gap between HOMO and LUMO (eV) = 8.105
- HOMO (hartree) = -0.3309
- LUMO energy (eV) = -0.901

---

Computed energy above the lowest of the compared OMol25 structures with the same formula, charge and spin, in the same sequence as the records: 0.000; 0.000; 4.362; 5.819; 11.207; 0.000; 4.410; 4.961; 1.042; 10.676 eV.
Computed energy, in the same sequence as the records: -815.580033; -837.479571; -1380.279464; -1210.814302; -1013.720318; -1522.247161; -420.167583; -495.431287; -570.435402; -645.718273 Eh.